190
Properties=species:S:1:pos:R:3:lowdin_charge:R:1 method="wB97M-V/def2-TZVPD" orbital_gap_ev=9.534 total_energy_ev=-860758.5917 lumo_ha=0.0073 homo_ev=-9.3
Br -0.96610 -3.69575 8.15146 0.64
C -1.71197 -2.94343 6.48076 -0.63
C -0.60203 -1.98266 5.93582 -0.63
Br -1.35740 -1.05016 4.37854 0.73
H -2.59944 -2.41234 6.74410 0.03
H -1.95205 -3.69828 5.71290 0.03
H 0.12758 -2.67622 5.64145 0.01
H -0.25342 -1.13878 6.58079 0.05
Br 3.30567 4.62278 -3.82936 0.75
C 1.53950 4.17816 -3.16915 -0.71
C 0.97686 3.19612 -4.05577 -0.58
Br -0.98302 3.07579 -3.53751 0.73
H 0.89500 5.04623 -3.19162 0.03
H 1.63350 3.96189 -2.12231 0.05
H 1.29081 2.18203 -3.94133 0.02
H 0.92792 3.51548 -5.14081 0.09
Br 4.65299 -3.88303 -0.90046 0.66
C 4.98251 -2.72006 0.63023 -0.69
C 4.43035 -3.50235 1.77125 -0.74
Br 4.71162 -2.42926 3.33158 0.71
H 4.33250 -1.90835 0.43170 0.02
H 6.03220 -2.39878 0.66699 0.07
H 4.97208 -4.46632 1.78466 0.07
H 3.38774 -3.53725 1.65054 0.00
Br -3.65727 -0.50799 -2.95424 0.74
C -4.07557 -1.74941 -1.54717 -0.69
C -2.80665 -2.20433 -0.88572 -0.63
Br -3.24969 -3.67975 0.38598 0.67
H -4.56243 -2.59258 -2.01955 0.06
H -4.72258 -1.23119 -0.92273 -0.02
H -2.35177 -1.34497 -0.31142 0.05
H -2.18714 -2.61171 -1.68701 0.02
Br 5.31556 1.07657 -2.60262 0.65
C 4.12787 2.20235 -1.51289 -0.64
C 4.96987 3.36308 -0.89198 -0.68
Br 4.02788 4.53733 0.37599 0.58
H 3.61857 1.54356 -0.81480 0.04
H 3.53532 2.66964 -2.28123 -0.06
H 5.37752 4.00368 -1.66659 0.02
H 5.80260 3.07752 -0.30504 0.02
C 3.71835 -0.95409 9.87303 -0.12
O 3.23262 -2.08502 9.16573 -0.15
C 3.40149 -1.78273 7.76962 -0.19
C 2.87067 -3.00248 7.01589 -0.19
O 4.01503 -3.83346 6.89881 -0.18
C 3.73935 -4.95519 6.19223 -0.18
H 4.71860 -0.59980 9.65850 0.08
H 3.75671 -1.29643 10.91444 0.09
H 3.03038 -0.09533 9.75860 0.08
H 4.41192 -1.59368 7.45732 0.12
H 2.84516 -0.89460 7.36934 0.11
H 2.47458 -2.75279 6.01438 0.11
H 2.07287 -3.55913 7.56199 0.11
H 3.29404 -5.75851 6.74816 0.08
H 4.66061 -5.45321 5.97240 0.08
H 3.18299 -4.80141 5.24938 0.08
C -0.90388 5.18337 -0.60023 -0.09
O -0.26346 6.11114 -1.48578 -0.22
C -0.96254 7.17134 -2.09890 -0.19
C -1.97285 6.81026 -3.11758 -0.19
O -3.26096 6.49946 -2.46649 -0.19
C -4.09709 5.92165 -3.40832 -0.16
H -0.24423 4.33588 -0.39051 0.07
H -1.86980 4.86123 -1.00722 0.06
H -1.19811 5.60898 0.32688 0.08
H -0.11028 7.68738 -2.69728 0.16
H -1.41469 7.81140 -1.32693 0.14
H -1.65795 5.95624 -3.62625 0.05
H -2.15103 7.59090 -3.83197 0.11
H -5.11011 5.97831 -3.02418 0.08
H -3.79083 4.85824 -3.58050 0.09
H -4.11867 6.42328 -4.40289 0.09
C -1.31136 6.63052 -6.76920 -0.10
O -2.06928 5.93988 -7.73597 -0.19
C -2.94751 4.96868 -7.22557 -0.19
C -2.43911 3.55996 -7.63282 -0.18
O -1.28335 3.32870 -6.83140 -0.22
C -0.99227 1.95750 -6.86806 -0.16
H -1.97079 7.39082 -6.21716 0.10
H -0.46823 7.01453 -7.27811 0.07
H -0.94046 5.89237 -6.01932 0.08
H -3.94881 5.19570 -7.67093 0.13
H -3.06195 5.09285 -6.13701 0.10
H -2.19512 3.49929 -8.71130 0.13
H -3.21293 2.80614 -7.46061 0.11
H -0.29853 1.71863 -6.13423 0.00
H -0.50927 1.60531 -7.78326 0.09
H -1.92232 1.30746 -6.63342 0.12
C -3.69583 -5.31692 4.23109 -0.07
O -2.49371 -4.78355 3.63972 -0.29
P -1.09113 -5.51540 3.61982 0.34
O -0.81626 -6.57432 2.68876 -0.20
O -0.08391 -4.28023 3.52634 -0.22
C 0.57978 -3.99851 2.30988 -0.10
O -0.96024 -5.86488 5.17198 -0.24
C 0.08481 -6.64732 5.65149 -0.10
H -3.55326 -6.16641 4.90214 0.09
H -4.23131 -5.63971 3.28044 0.11
H -4.24008 -4.45548 4.64981 0.09
H 1.49141 -3.41488 2.61258 0.09
H 0.11232 -3.39879 1.65244 0.00
H 0.81542 -4.91398 1.66794 0.12
H -0.09412 -6.82944 6.65572 0.06
H 0.98336 -6.03520 5.62207 0.07
H 0.27526 -7.57664 5.05430 0.11
C -2.89607 -6.16385 -2.83110 -0.05
O -2.36028 -4.81480 -3.12800 -0.26
P -1.01991 -4.76017 -3.99373 0.35
O -0.88543 -5.48522 -5.25877 -0.22
O -0.95458 -3.13107 -3.98653 -0.25
C -1.14377 -2.47043 -5.26127 -0.08
O 0.05029 -5.24849 -2.99094 -0.20
C 0.18438 -4.73151 -1.63169 -0.04
H -4.00835 -6.02340 -2.82146 0.10
H -2.52345 -6.41546 -1.86858 0.06
H -2.63833 -6.90979 -3.61177 0.10
H -0.36467 -1.66100 -5.27689 0.08
H -2.07760 -1.93614 -5.20612 0.05
H -1.04426 -3.21013 -6.06061 0.08
H -0.51967 -5.29541 -1.06450 0.07
H -0.04505 -3.70974 -1.62269 0.03
H 1.15231 -4.96963 -1.18577 0.09
C -4.89801 3.96536 -0.40235 -0.06
O -4.30525 2.66485 -0.13586 -0.22
P -5.15549 1.43318 0.33657 0.30
O -6.14843 1.71288 1.40252 -0.23
O -5.85722 0.92111 -0.95794 -0.25
C -7.03345 0.18169 -0.82025 -0.12
O -4.16043 0.27202 0.61010 -0.24
C -3.64337 0.07234 1.96951 -0.07
H -5.56239 3.90035 -1.26233 0.09
H -4.01341 4.64083 -0.64705 0.08
H -5.40272 4.46581 0.45771 0.10
H -6.93230 -0.65554 -1.47578 0.07
H -7.95196 0.63764 -1.28624 0.11
H -7.22008 -0.06664 0.23494 0.10
H -2.79159 -0.56514 1.82812 0.03
H -4.38036 -0.52143 2.47886 0.09
H -3.48583 0.97812 2.49589 0.08
C -0.49043 2.61857 5.24761 -0.06
O 0.61761 2.98601 6.14336 -0.22
P 1.61090 1.91201 6.69904 0.33
O 1.37919 0.65865 5.96772 -0.24
O 3.07821 2.61179 6.67681 -0.21
C 3.57602 2.98622 5.40747 -0.10
O 1.34857 1.85230 8.22064 -0.20
C 1.51807 3.02756 9.03526 -0.08
H -1.35738 2.30552 5.78944 0.07
H -0.25533 1.75895 4.60364 0.03
H -0.62824 3.54215 4.60283 0.11
H 2.97120 3.65536 4.87417 0.07
H 3.75532 2.05356 4.79238 0.11
H 4.52484 3.41775 5.63779 0.08
H 2.62091 3.08998 9.28944 0.11
H 0.94904 2.85864 9.95716 0.09
H 1.23028 3.96603 8.57894 0.08
C 4.59833 0.65252 -6.55797 -0.07
O 3.63917 -0.37358 -6.86636 -0.22
P 2.47401 -0.77976 -5.88932 0.34
O 1.55080 0.28188 -5.47090 -0.23
O 1.77352 -1.97529 -6.62762 -0.23
C 1.21262 -1.77295 -7.94498 -0.05
O 3.28979 -1.46097 -4.70149 -0.23
C 3.92455 -2.77219 -4.74313 -0.05
H 4.27967 1.57755 -7.03763 0.09
H 5.59667 0.41956 -7.03975 0.11
H 4.63690 0.85514 -5.50496 0.02
H 0.59571 -0.84975 -7.77457 0.09
H 0.56518 -2.62255 -8.04426 0.08
H 1.98844 -1.64940 -8.73642 0.11
H 4.69823 -2.71599 -3.96964 0.07
H 4.46436 -3.00537 -5.65030 0.09
H 3.17993 -3.46807 -4.50647 0.07
C -0.96305 1.48711 0.08712 -0.09
O -0.64135 0.11031 0.30450 -0.24
P 0.80642 -0.45955 -0.18758 0.41
O 0.82460 -1.92773 0.00240 -0.22
O 1.14235 0.11381 -1.61919 -0.20
C 0.49053 -0.63279 -2.63758 -0.10
O 1.91265 0.31727 0.65267 -0.24
C 1.75404 0.36946 2.11494 -0.05
H -0.99275 1.69576 -0.98235 0.04
H -0.32987 2.23755 0.58589 0.09
H -1.95629 1.67670 0.42357 0.05
H -0.64289 -0.54053 -2.63055 0.08
H 0.74584 -1.69073 -2.49503 0.08
H 0.91948 -0.24361 -3.57215 0.05
H 1.92319 1.35936 2.43298 0.07
H 2.56259 -0.28618 2.54973 0.07
H 0.81887 -0.10435 2.41350 0.05

---

167
Properties=species:S:1:pos:R:3:lowdin_charge:R:1 method="wB97M-V/def2-TZVPD" orbital_gap_ev=8.489 e_above_lowest_kj_mol=762.1 smiles=COCCNCCOC.COCCNCCOC.COCCNCCOC.COCCNCCOC.COCCNCCOC.COCCNCCOC.OCCO.OCCO.O total_energy_ev=-86897.7465 lumo_ha=0.0144 homo_ev=-8.1
C 5.39476 5.54255 -1.62669 -0.10
O 5.63932 4.11527 -1.71768 -0.18
C 4.46155 3.23269 -1.75406 -0.15
C 3.78298 2.84692 -0.34982 -0.19
N 3.15314 3.98182 0.21626 -0.10
C 2.04277 4.66118 -0.59718 -0.10
C 1.47818 6.02028 0.06984 -0.17
O 0.73372 5.85951 1.30347 -0.25
C 0.29705 7.14493 1.85241 -0.08
H 6.28936 6.15882 -1.71628 0.08
H 4.86998 5.80444 -0.70794 0.06
H 4.81033 5.92513 -2.46345 0.08
H 4.71040 2.27846 -2.21841 0.11
H 3.68328 3.57024 -2.43849 0.09
H 4.49966 2.41353 0.34777 0.11
H 2.97252 2.13850 -0.52125 0.11
H 3.81899 4.62530 0.61962 0.11
H 1.14047 4.05495 -0.51697 0.10
H 2.24938 4.91979 -1.63571 0.10
H 0.71469 6.46849 -0.56600 0.10
H 2.23967 6.78377 0.22899 0.11
H -0.69115 6.90603 2.24547 0.08
H 0.34308 7.93002 1.09768 0.09
H 0.87817 7.42247 2.73183 0.08
C 6.43863 -8.13547 -2.36561 -0.12
O 6.25396 -6.74978 -2.25912 -0.16
C 5.04332 -6.54842 -1.55307 -0.24
C 4.42389 -5.14354 -1.84974 -0.16
N 3.46103 -4.74304 -0.75327 -0.07
C 3.21607 -3.32063 -0.57766 -0.19
C 4.37273 -2.50478 0.03751 -0.19
O 5.37649 -2.19113 -0.91036 -0.22
C 6.24133 -1.10618 -0.50915 -0.07
H 6.33893 -8.33078 -3.43332 0.09
H 5.80795 -8.82754 -1.80761 0.09
H 7.49471 -8.16640 -2.09757 0.09
H 5.07891 -6.64408 -0.46785 0.12
H 4.24283 -7.24455 -1.80351 0.11
H 3.99884 -4.93530 -2.83160 0.11
H 5.33627 -4.54772 -1.82403 0.10
H 3.87900 -5.05103 0.11307 0.08
H 2.28571 -3.28410 -0.01093 0.12
H 2.97495 -3.04546 -1.60443 0.08
H 4.85459 -2.65345 1.00385 0.11
H 4.01889 -1.48083 0.15757 0.10
H 5.54293 -0.26932 -0.51118 0.07
H 7.13141 -0.86242 -1.08920 0.09
H 6.62115 -1.25850 0.50111 0.08
C 1.74836 -1.48507 -3.74371 -0.12
O 1.66939 -2.77473 -4.17493 -0.17
C 1.07173 -3.65423 -3.23917 -0.22
C 0.01437 -4.53540 -3.90476 -0.20
N -1.24763 -3.93150 -4.15705 -0.07
C -2.13504 -3.50645 -3.08495 -0.18
C -3.22260 -2.59089 -3.72252 -0.17
O -2.68251 -1.43212 -4.41880 -0.19
C -2.49281 -0.24751 -3.68147 -0.12
H 2.25709 -0.86631 -4.48292 0.09
H 2.47151 -1.55889 -2.93150 0.07
H 0.77597 -1.14547 -3.38698 0.08
H 0.66907 -3.22800 -2.32031 0.11
H 1.84545 -4.31821 -2.85372 0.09
H -0.10596 -5.51935 -3.45146 0.12
H 0.48234 -4.78679 -4.85655 0.12
H -1.19264 -3.19267 -4.84350 0.11
H -1.69090 -2.90519 -2.29166 0.09
H -2.54854 -4.44336 -2.71170 0.12
H -4.02747 -2.21824 -3.08895 0.10
H -3.83154 -3.13591 -4.44380 0.12
H -3.38676 0.20478 -3.25207 0.09
H -1.99037 0.47411 -4.32560 0.07
H -1.70033 -0.30833 -2.93558 0.06
C -10.36827 -3.95681 0.01573 -0.10
O -9.06152 -4.51264 0.21873 -0.18
C -8.68942 -5.35970 -0.84113 -0.27
C -7.23480 -5.61997 -0.97086 -0.19
N -6.44299 -5.60863 0.32005 -0.04
C -4.94449 -5.32344 0.22920 -0.18
C -4.72487 -3.88972 -0.11241 -0.23
O -3.37249 -3.72698 0.32861 -0.21
C -2.88795 -2.40946 0.47314 -0.11
H -10.43209 -3.32924 -0.87320 0.08
H -10.79959 -3.46762 0.88908 0.09
H -11.10569 -4.72620 -0.21305 0.08
H -9.04364 -4.91261 -1.76997 0.12
H -9.29152 -6.26446 -0.75769 0.12
H -6.90353 -4.75022 -1.53820 0.10
H -7.13461 -6.48072 -1.63206 0.12
H -6.90332 -4.96547 0.94819 0.08
H -4.38164 -6.01025 -0.40293 0.12
H -4.39571 -5.54756 1.14393 0.12
H -5.43305 -3.31724 0.48662 0.13
H -4.86863 -3.60911 -1.15580 0.11
H -3.34123 -1.80455 1.25845 0.08
H -3.24806 -1.93241 -0.43837 0.08
H -1.88127 -2.48368 0.88446 0.09
C -1.68560 1.08717 3.15347 -0.10
O -2.43786 1.08143 4.35385 -0.19
C -2.88484 2.34023 4.74123 -0.22
C -3.09640 2.46342 6.30840 -0.18
N -1.86680 2.05139 7.01794 -0.07
C -1.91144 2.15594 8.46703 -0.19
C -2.76646 0.91742 9.13286 -0.15
O -2.32203 -0.39267 8.71936 -0.20
C -0.98654 -0.64441 8.95018 -0.15
H -2.35184 1.15685 2.29360 0.08
H -1.14719 0.13998 3.12113 0.08
H -1.07938 1.97616 2.97942 0.08
H -3.79750 2.43571 4.15297 0.12
H -2.19893 3.10491 4.37670 0.11
H -3.94174 1.81579 6.54093 0.10
H -3.50869 3.44860 6.52642 0.11
H -1.75193 1.09867 6.70293 0.09
H -2.42106 3.04493 8.83864 0.11
H -0.85890 2.21611 8.74392 0.10
H -3.82385 1.12871 8.97354 0.11
H -2.50893 1.00629 10.18826 0.10
H -0.60669 -1.53853 8.45584 0.09
H -0.84328 -0.80631 10.01853 0.09
H -0.35349 0.07577 8.43183 0.08
C -1.96918 5.17931 -0.05016 -0.12
O -1.40218 4.81878 -1.26904 -0.20
C -2.06596 3.77910 -2.03199 -0.14
C -1.37129 3.50565 -3.46635 -0.16
N -0.00798 3.04380 -3.28633 -0.07
C 0.52552 2.72959 -4.53998 -0.22
C 0.73851 3.89773 -5.50563 -0.20
O 1.23842 5.04129 -4.82907 -0.19
C 0.40098 6.23661 -5.02942 -0.08
H -1.60162 6.16755 0.22621 0.07
H -1.58599 4.44694 0.66039 0.09
H -3.05397 5.15656 0.05383 0.09
H -3.07215 4.04086 -2.35932 0.11
H -2.20731 2.88587 -1.42350 0.10
H -1.49352 4.36907 -4.12029 0.09
H -1.91757 2.81171 -4.10518 0.11
H 0.49792 3.86975 -3.00004 0.10
H 0.04166 1.84935 -4.96325 0.12
H 1.46665 2.32380 -4.16890 0.12
H -0.22220 4.13616 -5.96203 0.11
H 1.41681 3.80093 -6.35334 0.13
H -0.07794 6.43033 -5.98922 0.08
H 0.89883 7.20036 -5.13635 0.08
H -0.41801 6.15819 -4.31444 0.07
O 5.48441 1.04046 4.63972 -0.09
C 4.49622 0.97095 3.56281 -0.19
C 4.21698 -0.50559 3.55785 -0.28
O 5.32727 -1.34460 3.27634 -0.06
H 6.30737 0.56524 4.50371 0.07
H 3.60024 1.42041 3.99094 0.12
H 4.83995 1.36116 2.60485 0.11
H 3.40918 -0.64137 2.83872 0.10
H 3.67804 -0.70000 4.48512 0.12
H 5.08107 -2.27233 3.29411 0.08
O -0.11514 0.84645 -1.58358 -0.07
C -0.51049 0.90851 -0.28386 -0.29
C 0.33908 -0.06391 0.61320 -0.17
O 1.62704 0.50778 1.02045 -0.09
H -0.41003 1.71239 -1.87480 0.03
H -0.38356 1.92307 0.09382 0.10
H -1.59275 0.84436 -0.17113 0.10
H 0.48265 -0.91656 -0.05050 0.10
H -0.10077 -0.59243 1.45895 0.08
H 1.42116 1.13416 1.71820 0.02
O 1.67421 2.95321 2.27199 -0.06
H 1.42054 3.81037 2.61425 0.03
H 2.29367 3.14921 1.56908 -0.02